(1)
A 16-piece molecular cluster, C34H45Cl45N3O2S overall, computed with the ωB97M-V functional and the def2-TZVPD basis.

The geometry in XYZ format:
```
130
C34H45Cl45N3O2S | the Open Molecules 2025 dataset | the ωB97M-V functional and the def2-TZVPD basis
C -5.64020 4.05064 -2.74613
N -4.35243 3.32286 -2.61500
C -4.46867 2.46481 -1.44343
N -3.53749 1.34334 -1.50012
C -2.28180 1.28021 -0.88129
C -1.70590 2.36535 -0.02122
C -0.31590 2.83336 -0.39887
C -0.15863 4.13495 -0.86089
C 1.07952 4.64527 -1.19468
C 2.23732 3.88640 -1.06662
C 3.58413 4.44778 -1.40780
C 2.07558 2.58978 -0.60345
C 0.83256 2.07414 -0.28188
C -1.83472 0.05414 -1.23321
O -0.68885 -0.58588 -0.90263
N -2.74785 -0.59764 -2.02449
C -2.54511 -1.96058 -2.51942
C -1.59617 -2.00792 -3.74039
C -0.22839 -2.58616 -3.40808
S -0.33549 -4.26594 -2.72756
C -3.79678 0.22911 -2.16973
C -4.99782 -0.18872 -2.94634
C -4.72637 -0.48358 -4.43700
C -3.86052 0.56226 -5.09262
O -3.65915 0.18406 -6.45484
H -6.04412 4.29515 -1.75877
H -5.52043 4.94654 -3.33891
H -6.36566 3.37469 -3.18744
H -3.67990 4.05660 -2.41171
H -5.46883 2.04316 -1.47730
H -4.39264 3.01305 -0.50612
H -1.65270 1.96880 0.99642
H -2.37621 3.21688 -0.01022
H -1.00306 4.80303 -0.97360
H 1.19737 5.65580 -1.55839
H 4.19906 4.43018 -0.50828
H 3.47286 5.47286 -1.74273
H 4.08334 3.84675 -2.15949
H 2.94379 1.95037 -0.51213
H 0.80552 1.06207 0.08641
H -0.60385 -0.53249 0.05593
H -3.51013 -2.40072 -2.72807
H -2.06809 -2.49882 -1.70695
H -1.48156 -0.98085 -4.08058
H -2.08307 -2.57027 -4.53343
H 0.29692 -1.94193 -2.71164
H 0.34943 -2.60712 -4.32774
H 0.61368 -4.19006 -1.78272
H -5.32216 -1.12725 -2.49582
H -5.83966 0.48453 -2.83800
H -4.31757 -1.48476 -4.53513
H -5.68461 -0.50136 -4.95016
H -2.87550 0.63386 -4.62341
H -4.31794 1.54462 -5.00439
H -2.73074 0.30705 -6.65566
C -6.66632 -2.09884 0.55127
Cl -4.91206 -2.21735 0.72274
Cl -7.16530 -0.40279 0.47054
Cl -7.22435 -2.97863 -0.87181
H -7.12232 -2.54568 1.42217
C 6.89209 2.18889 -3.27796
Cl 7.73725 3.55116 -2.54941
Cl 5.78579 1.44924 -2.11546
Cl 6.02092 2.69459 -4.72613
H 7.62500 1.44712 -3.56431
C 3.98773 -4.91824 -1.54496
Cl 5.33503 -5.95343 -1.10094
Cl 3.16270 -4.31203 -0.09993
Cl 4.52634 -3.57591 -2.55726
H 3.28041 -5.50492 -2.11496
C 1.67740 4.11383 3.54679
Cl 0.61125 5.50567 3.34445
Cl 2.03212 3.39520 1.95360
Cl 3.14786 4.57838 4.40076
H 1.15985 3.37463 4.14354
C 5.89131 1.69138 4.31329
Cl 6.84116 3.03304 4.94541
Cl 4.93282 0.94750 5.59627
Cl 4.85072 2.21342 2.98676
H 6.57775 0.94931 3.92931
C -4.64507 3.65633 -7.51681
Cl -4.08460 3.94575 -5.86081
Cl -6.27774 2.98545 -7.52020
Cl -4.57445 5.12996 -8.47454
H -3.98187 2.92722 -7.96247
C -5.84358 -6.19094 1.45059
Cl -7.24748 -6.97208 0.73140
Cl -4.72010 -5.65662 0.20067
Cl -6.34145 -4.83469 2.47401
H -5.33501 -6.91171 2.07628
C 2.67958 -9.52240 -1.70769
Cl 2.76467 -7.86435 -1.09103
Cl 3.17684 -9.57749 -3.39780
Cl 3.66434 -10.59742 -0.72728
H 1.65147 -9.85310 -1.64666
C 2.30225 -14.65126 -0.20517
Cl 1.25910 -13.24877 -0.45713
Cl 2.83386 -15.31755 -1.74674
Cl 3.68526 -14.22401 0.80288
H 1.72841 -15.40824 0.31137
C 6.17499 6.62161 7.12377
Cl 4.97533 5.91364 6.03950
Cl 7.25822 7.69846 6.23650
Cl 5.39325 7.47845 8.44848
H 6.76792 5.81875 7.54310
C -8.89367 0.30563 -4.95709
Cl -10.59493 0.72552 -5.06064
Cl -7.88980 1.75402 -4.79632
Cl -8.59990 -0.77926 -3.59122
H -8.61077 -0.20063 -5.87082
C -9.60047 -10.23753 0.09821
Cl -10.69060 -10.17886 -1.28613
Cl -10.25137 -11.27556 1.36439
Cl -7.99379 -10.77962 -0.39250
H -9.51049 -9.23662 0.49805
C 8.75788 3.65598 9.43525
Cl 10.50363 3.51584 9.23765
Cl 8.28546 5.34605 9.62501
Cl 7.91206 2.90618 8.07506
H 8.47912 3.12835 10.34489
C 9.93067 9.67168 4.10178
Cl 8.89757 11.08937 3.91206
Cl 10.30987 8.96116 2.53187
Cl 11.40642 10.08694 4.97130
H 9.39312 8.93501 4.68335
C 8.02992 1.96283 13.78386
Cl 6.48872 1.28590 13.26210
Cl 8.93692 2.58489 12.39559
Cl 7.78857 3.22716 14.98277
H 8.61310 1.17187 14.23528
```

Summary:
HOMO energy ... -11.1873 eV
Charge ... +1
Kohn-Sham gap ... 9.00 eV
E_tot ... -618890.7531 eV

---

(2)
C34H45MoN7O6S2Se as an isolated structure, computed with the ωB97M-V functional and the def2-TZVPD basis.

The geometry in XYZ format:
```
96
C34H45MoN7O6S2Se | the Open Molecules 2025 dataset | the ωB97M-V functional and the def2-TZVPD basis
Mo 0.06215 -0.00401 -0.24037
O -1.43672 4.22268 -0.14856
S -1.14087 3.09330 0.68997
O 0.16718 3.00627 1.26899
N -1.39691 1.68598 -0.12536
C -2.52425 1.62328 -0.97111
C -3.41568 2.60994 -1.34254
C -4.53659 2.31881 -2.14962
C -4.79152 1.06494 -2.61813
C -3.87390 0.03315 -2.31488
C -4.01097 -1.29070 -2.78102
C -3.05723 -2.22265 -2.47912
C -1.93279 -1.83283 -1.73856
N -1.78894 -0.59837 -1.28281
C -2.74750 0.33309 -1.52610
C -2.30363 3.10838 2.04363
C -3.67898 3.11464 1.83991
C -4.53201 3.14798 2.92996
C -4.01924 3.19997 4.21951
C -2.64885 3.22244 4.41482
C -1.78582 3.17929 3.32880
H -3.27379 3.62408 -1.01323
H -5.20977 3.13058 -2.39100
H -5.66026 0.84861 -3.22300
H -4.87508 -1.55202 -3.37913
H -3.13147 -3.24553 -2.81832
H -1.13159 -2.53112 -1.50411
H -4.09341 3.09164 0.84292
H -5.60170 3.14461 2.76904
H -4.69012 3.23585 5.06758
H -2.24094 3.27351 5.41506
H -0.71731 3.19351 3.47167
N -1.16329 -1.43527 1.21122
C -0.66193 -2.49557 2.12126
C -0.67810 -3.91903 1.57838
C 0.47278 -4.31796 0.66257
N 0.20498 -4.01351 -0.74040
H -1.43215 -0.65808 1.82202
H -2.01847 -1.76419 0.76886
H -1.29030 -2.47724 3.01926
H 0.34463 -2.21417 2.42645
H -1.63367 -4.12651 1.08217
H -0.65436 -4.56500 2.46089
H 0.69166 -5.38230 0.80952
H 1.37301 -3.77766 0.95211
H -0.10940 -4.84778 -1.22355
H 1.07551 -3.72007 -1.17693
C 2.78588 -2.31836 -4.20784
C 1.54346 -1.45535 -4.46405
C 1.94939 -0.17883 -5.21116
C 0.50786 -2.23783 -5.27728
C 0.97837 -1.06722 -3.16629
C 0.63604 -0.67917 -2.07259
H 3.28472 -2.53594 -5.15370
H 2.51090 -3.26113 -3.73472
H 3.47530 -1.80248 -3.54131
H 2.39365 -0.43800 -6.17361
H 2.67944 0.38164 -4.62838
H 1.08292 0.45926 -5.39040
H 0.93218 -2.53300 -6.23846
H -0.38023 -1.63275 -5.46324
H 0.20429 -3.14027 -4.74613
O 3.61760 -0.20806 -1.35706
Se 3.29095 -1.18309 -0.11909
O 4.07534 -0.77880 1.24633
O 1.61554 -0.86169 0.44974
O 3.26293 -2.76178 -0.45161
C -0.02514 -0.98139 5.83992
N 1.12033 -1.14780 4.98953
C 2.25820 -1.95347 5.40366
C 3.22549 -1.81371 4.21616
N 2.60541 -0.76038 3.42523
C 1.37569 -0.46719 3.85363
S 0.30527 0.60160 3.10224
H -0.55860 -1.92827 5.95475
H -0.68849 -0.24563 5.39084
H 0.28288 -0.63344 6.82980
H 1.95035 -2.98718 5.57966
H 2.68062 -1.56304 6.33543
H 3.31144 -2.72845 3.62726
H 4.22457 -1.51695 4.53312
H 2.90587 -0.63148 2.45523
C 3.70810 4.94095 -2.14405
C 2.85594 3.78873 -1.70792
C 1.75681 3.37114 -2.45393
C 1.01370 2.29357 -2.02994
N 1.29860 1.62747 -0.90497
C 2.34310 2.02448 -0.17526
C 3.13794 3.08623 -0.54611
H 3.26578 5.46578 -2.98771
H 4.69625 4.58663 -2.44057
H 3.84469 5.64843 -1.32648
H 1.47555 3.87833 -3.36605
H 0.16638 1.93625 -2.60003
H 2.53797 1.47523 0.73711
H 3.97636 3.35151 0.08157
```

Summary:
<S²> ... 2.02
Energy above the lowest of the compared OMol25 structures with the same formula, charge and spin ... 146.5 kJ/mol
Spin multiplicity ... 3
HOMO energy (alpha / beta) ... -7.7545 / -8.1776 eV
Charge ... 0
Kohn-Sham gap (alpha / beta) ... 7.34 / 7.34 eV
E_tot ... -147574.9310 eV